(1)
The following is a quantum chemistry calculation of 2 unconnected molecules or ions with the total composition H4O2, from the Open Molecules 2025 dataset.

Geometry (Å):
O1 -2.243 -0.215 -0.088
H1 -2.183 0.602 0.421
H2 -1.417 -0.689 0.152
O2 1.989 -0.275 0.041
H3 2.654 0.317 -0.296
H4 1.200 0.260 -0.230

Properties
E_HOMO: -0.43148 Eh
LUMO: 0.55 eV
Energy relative to the best compared isomer or geometry (same formula, charge and spin): 6.3 kcal per mole
Gap between HOMO and LUMO: 12.293 eV
Structure (SMILES): O.O
Energy: -4159.668 eV
Multiplicity: 1

In the natural (NBO) picture, each atom carries the following charge in e: -0.9342, 0.4660, 0.4685, -0.9251, 0.4647, 0.4602

---

(2)
The following is a quantum chemistry calculation of a molecular structure, C11H17AuCl2Ho, from the Open Molecules 2025 dataset.

Geometry (Å):
Ho1 -3.142 2.795 1.485
Cl1 -3.434 0.731 0.300
C1 -3.386 4.894 0.492
C2 -2.998 2.845 3.816
H1 -3.303 5.784 1.147
H2 -2.574 4.928 -0.250
H3 -4.353 4.931 -0.029
H4 -2.929 3.836 4.309
H5 -2.072 2.287 4.028
H6 -3.851 2.297 4.240
Au1 0.094 0.420 -0.387
C3 -1.095 0.954 -2.039
C4 1.923 1.040 0.049
H7 -1.156 2.043 -1.921
H8 -0.496 0.654 -2.908
H9 -2.075 0.479 -1.991
H10 2.593 0.618 0.809
H11 2.363 1.620 -0.784
Cl2 -0.417 -4.158 -1.254
C5 1.169 -3.739 -0.811
C6 2.015 -4.714 -0.309
C7 3.339 -4.377 0.055
C8 3.772 -3.052 -0.092
C9 2.927 -2.076 -0.615
C10 1.619 -2.400 -1.056
C11 0.760 -1.401 -1.665
H12 1.639 -5.740 -0.227
H13 3.991 -5.155 0.441
H14 4.802 -2.783 0.206
H15 3.211 -1.014 -0.676
H16 1.284 -0.776 -2.386
H17 -0.220 -1.769 -1.978

Properties
E_HOMO (alpha / beta): -0.09274 / -0.11111 Eh
LUMO (alpha / beta): 1.87 / 1.76 eV
Energy relative to the best compared isomer or geometry (same formula, charge and spin): 29.1 kcal per mole
Gap between HOMO and LUMO (alpha / beta): 4.397 / 4.786 eV
Total charge: -1
Energy: -66212.669 eV
<S²>: 12.035
Multiplicity: 7

Results of the natural (NBO) charge analysis, in e, for atoms 1 through 8: 2.0586, -0.6489, -1.3917, -1.3890, 0.2196, 0.2225, 0.2150, 0.2196

---

(3)
The following is a quantum chemistry calculation of 2 unconnected molecules or ions with the total composition C2H9N3O, from the Open Molecules 2025 dataset.

Geometry (Å):
N1 -1.203 -0.421 2.395
C1 -0.395 -0.475 1.178
N2 -0.859 -1.364 0.098
H1 -1.484 -1.372 2.660
H2 -2.072 0.106 2.270
H3 0.553 -0.913 1.495
H4 -0.132 0.530 0.849
H5 -1.537 -0.873 -0.500
H6 -1.397 -2.118 0.540
C2 1.251 1.734 -1.568
N3 1.706 0.574 -2.136
O1 0.419 2.421 -2.103
H7 1.717 1.922 -0.589
H8 1.883 -0.165 -1.477
H9 1.548 0.414 -3.112

Properties
E_HOMO (alpha / beta): -0.48445 / -0.48379 Eh
LUMO (alpha / beta): -3.87 / -9.68 eV
Energy relative to the best compared isomer or geometry (same formula, charge and spin): 41.9 kcal per mole
Gap between HOMO and LUMO (alpha / beta): 9.308 / 3.483 eV
Total charge: +1
Energy: -8728.032 eV
<S²>: 0.761
Multiplicity: 2

Results of the natural (NBO) charge analysis, in e, for atoms 1 through 8: -0.4420, -0.1566, -0.4624, 0.3905, 0.3981, 0.2193, 0.2497, 0.4013

---

(4)
The following is a quantum chemistry calculation of a molecular structure, C26H43CrN3O3P, from the Open Molecules 2025 dataset.

Geometry (Å):
C1 0.485 1.336 0.209
N1 1.314 0.456 0.845
C2 2.531 0.903 1.259
C3 2.866 2.246 1.234
C4 1.913 3.174 0.829
C5 0.684 2.705 0.359
Cr1 0.887 -1.407 1.451
C6 0.708 -2.233 -0.229
O1 0.546 -2.771 -1.257
C7 3.499 -0.113 1.783
N2 2.940 -1.519 1.740
C8 3.123 -2.218 3.072
C9 2.314 -1.560 4.173
C10 -0.679 0.738 -0.525
P1 -1.412 1.471 -2.053
C11 -0.933 2.998 -2.959
C12 -1.645 4.210 -2.333
C13 -3.201 1.087 -1.882
C14 -3.941 1.413 -3.183
C15 -3.383 -0.419 -1.602
C16 -3.785 1.905 -0.721
C17 0.589 3.211 -2.919
C18 -1.351 2.893 -4.441
C19 3.613 -2.343 0.660
C20 5.112 -2.522 0.856
H1 3.861 2.535 1.570
H2 2.119 4.241 0.869
H3 -0.122 3.391 0.091
H4 -1.445 0.375 0.176
H5 -4.463 -0.617 -1.536
H6 -2.974 -1.024 -2.421
H7 -2.934 -0.737 -0.656
H8 -4.852 1.653 -0.630
H9 -3.300 1.668 0.236
H10 -3.712 2.987 -0.893
H11 -4.964 1.020 -3.094
H12 -4.025 2.491 -3.368
H13 -3.469 0.917 -4.042
H14 -1.285 5.114 -2.846
H15 -2.735 4.167 -2.468
H16 -1.426 4.324 -1.262
H17 0.968 3.309 -1.897
H18 1.131 2.403 -3.427
H19 0.807 4.149 -3.450
H20 -2.438 2.866 -4.564
H21 -0.977 3.791 -4.953
H22 -0.916 2.011 -4.929
H23 4.430 -0.074 1.196
H24 3.793 0.136 2.816
H25 2.820 -3.267 2.931
H26 4.195 -2.212 3.313
H27 3.408 -1.856 -0.301
H28 3.111 -3.319 0.661
H29 5.365 -2.919 1.843
H30 5.459 -3.246 0.113
H31 5.663 -1.592 0.687
H32 2.474 -2.126 5.097
H33 2.644 -0.533 4.359
H34 1.231 -1.546 3.972
C21 0.379 -0.020 -3.633
H35 1.237 0.373 -3.059
H36 0.329 0.429 -4.637
H37 0.480 -1.110 -3.719
O2 -0.892 0.181 -2.945
H38 -0.391 -0.158 -1.286
O3 -0.927 -1.340 2.102
N3 -1.362 -2.462 2.784
C22 -0.675 -3.634 2.678
C23 -1.123 -4.728 3.409
C24 -2.246 -4.607 4.223
C25 -2.905 -3.379 4.314
C26 -2.446 -2.298 3.576
H39 0.179 -3.680 1.977
H40 -0.577 -5.667 3.328
H41 -2.607 -5.468 4.785
H42 -3.775 -3.237 4.950
H43 -2.910 -1.313 3.597

Properties
E_HOMO (alpha / beta): -0.44109 / -0.39896 Eh
LUMO (alpha / beta): -5.21 / -5.23 eV
Energy relative to the best compared isomer or geometry (same formula, charge and spin): 0.0 kcal per mole
Gap between HOMO and LUMO (alpha / beta): 6.788 / 5.626 eV
Total charge: +2
Energy: -75966.495 eV
<S²>: 4.043
Multiplicity: 4

Results of the Löwdin charge analysis, in e, for atoms 1 through 8: -0.2596, 0.0435, -0.2123, 0.0052, -0.0117, -0.0354, 0.5749, -0.2314

---

(5)
The following is a quantum chemistry calculation of a single C2H3FNP molecule, from the Open Molecules 2025 dataset.

Geometry (Å):
H1 -1.494 0.278 -2.061
N1 -1.318 0.203 -1.099
C1 -0.151 -0.127 -0.805
C2 0.837 -0.111 0.518
P1 1.635 -0.466 -1.126
F1 2.004 1.177 -1.292
H2 0.641 0.986 0.848
H3 0.878 -0.875 1.322

Properties
E_HOMO: -0.32528 Eh
LUMO: -0.05 eV
Energy relative to the best compared isomer or geometry (same formula, charge and spin): 13.6 kcal per mole
Gap between HOMO and LUMO: 8.802 eV
Structure (SMILES): [H]/N=C1/CP1F
Energy: -15616.923 eV
Multiplicity: 1

In the natural (NBO) picture, each atom carries the following charge in e: 0.3505, -0.5801, 0.0365, -0.8189, 1.0608, -0.5834, 0.2844, 0.2501

---

(6)
The following is a quantum chemistry calculation of 2 unconnected molecules or ions with the total composition C4H14NO, from the Open Molecules 2025 dataset.

Geometry (Å):
C1 -0.868 1.227 1.097
C2 -0.105 0.224 0.306
C3 0.820 0.971 -0.666
C4 0.860 0.292 -2.012
N1 0.807 -0.690 1.152
H1 -1.377 2.012 0.513
H2 -0.246 1.843 1.801
H3 -1.741 0.807 1.617
H4 -0.760 -0.530 -0.201
H5 0.492 1.995 -0.844
H6 1.823 1.126 -0.214
H7 1.220 0.910 -2.818
H8 1.613 -0.523 -1.935
H9 -0.078 -0.066 -2.382
H10 1.713 -0.222 1.308
H11 0.395 -0.899 2.059
H12 1.040 -1.573 0.694
H13 -1.655 -3.037 0.327
H14 -2.429 -1.772 0.046
O1 -1.525 -2.094 0.153

Properties
E_HOMO: -0.56223 Eh
LUMO: -3.31 eV
Energy relative to the best compared isomer or geometry (same formula, charge and spin): 21.8 kcal per mole
Gap between HOMO and LUMO: 11.991 eV
Total charge: +1
Energy: -7906.008 eV
Multiplicity: 1

Results of the natural (NBO) charge analysis, in e, for atoms 1 through 8: -0.6640, -0.0684, -0.4238, -0.6167, -0.6767, 0.2659, 0.2335, 0.2307

---

Question: Which value of multiplicity does entry 6 give?
Answer: 1